# 1
Below is C4H15NO2 as an isolated structure in a non-equilibrium geometry, with properties calculated with the ωB97M-V functional and the def2-TZVPD basis.

```
22
Properties=species:S:1:pos:R:3
C 0.99 -1.74 1.17
N 1.71 -0.07 -1.60
C 1.37 1.41 -1.75
C -0.06 1.53 -1.23
C -0.09 -1.94 0.10
H 1.38 -2.75 1.39
H 0.65 -1.21 2.15
H 2.43 -0.21 -2.21
H 1.98 1.96 -1.08
H 1.64 1.89 -2.70
H -0.33 1.21 -0.23
H -0.51 2.51 -1.39
H -0.68 0.76 -1.69
H -0.95 -2.44 0.56
H 0.35 -2.45 -0.73
H -0.44 -1.04 -0.39
H -1.73 0.39 1.55
H -0.86 1.49 2.54
O -1.08 0.58 2.38
H -3.21 0.22 0.35
H 1.77 -1.05 0.75
O -2.25 0.13 0.44
```

Properties
HOMO level: -8.23 eV
Orbital gap: 3.18 eV
LUMO: -5.05 eV

Results of the Mulliken charge analysis, in e, for atoms 1 through 5: C -0.660; N -0.154; C -0.297; C -0.904; C -0.672

# 2
Below is C38H33Cl72N5O6S as an isolated structure in a non-equilibrium geometry, with properties calculated with the ωB97M-V functional and the def2-TZVPD basis.

```
155
Properties=species:S:1:pos:R:3
C 1.86 -1.21 0.34
C 0.64 -0.56 -0.29
C 0.30 0.98 0.26
N -1.11 1.44 -0.17
C -2.21 0.67 0.60
N -2.05 0.73 2.10
C -1.71 -0.53 2.60
S -0.72 -1.84 3.14
C -3.67 1.12 0.03
C -3.92 0.23 -1.37
C -4.32 -1.33 -1.10
O -3.80 -2.10 -2.28
C -4.92 0.69 1.06
C -6.41 0.90 0.37
C -7.49 0.33 1.51
N -8.83 1.00 1.32
O -3.80 2.52 -0.39
C -2.84 3.43 0.23
C -3.33 3.84 1.74
N -2.41 4.80 2.48
C -1.89 4.17 3.75
C -2.92 4.81 -0.71
O -2.59 6.03 -0.31
O -3.43 4.70 -2.12
C -1.26 2.89 0.18
N -0.42 3.88 -0.56
C -0.05 3.51 -1.96
C 1.52 3.61 -2.53
O -0.95 3.12 -2.90
C 0.70 4.49 0.24
C 0.96 6.13 0.03
O 1.53 3.87 1.08
H 1.74 -2.21 0.98
H 2.94 -0.77 0.28
H -0.01 -1.15 -1.07
H 1.13 1.66 -0.25
H 0.47 1.09 1.42
H -1.28 1.18 -1.17
H -2.07 -0.47 0.30
H -3.03 0.29 -2.12
H -4.85 0.72 -1.94
H -3.85 -1.74 -0.11
H -5.47 -1.56 -1.06
H -2.91 -2.51 -2.04
H -4.77 -0.42 1.49
H -4.94 1.38 2.03
H -6.60 0.24 -0.58
H -6.63 2.04 0.22
H -7.65 -0.82 1.23
H -7.06 0.39 2.61
H -8.98 1.26 0.31
H -8.93 1.83 1.95
H -4.37 4.40 1.62
H -3.48 2.92 2.48
H -2.89 5.71 2.65
H -1.35 5.05 4.36
H -1.04 3.39 3.48
H -2.71 3.75 4.47
H -0.91 2.97 1.32
H 1.59 3.15 -3.62
H 2.30 3.11 -1.81
H 1.72 4.78 -2.68
H 0.36 6.65 0.91
H 0.59 6.47 -1.02
H 2.11 6.32 0.23
C -0.78 -1.34 7.26
Cl -1.21 0.28 6.64
Cl -2.04 -2.51 6.77
Cl 0.79 -1.84 6.58
Cl -0.68 -1.29 9.04
C 4.92 -1.98 8.24
Cl 4.35 -2.89 6.82
Cl 5.98 -0.65 7.71
Cl 3.52 -1.31 9.12
Cl 5.82 -3.07 9.32
C -0.48 2.70 -6.44
Cl -1.02 2.51 -8.13
Cl -1.11 1.34 -5.46
Cl 1.30 2.70 -6.38
Cl -1.10 4.23 -5.78
C -0.78 -1.50 -8.50
Cl -1.32 -1.21 -10.17
Cl -2.20 -1.60 -7.43
Cl 0.12 -3.04 -8.42
Cl 0.27 -0.17 -7.97
C 5.52 3.07 -7.00
Cl 4.98 3.36 -8.67
Cl 4.10 2.97 -5.93
Cl 6.42 1.53 -6.92
Cl 6.57 4.40 -6.47
C -1.68 2.47 10.20
Cl -2.11 4.09 9.59
Cl -2.94 1.30 9.71
Cl -0.11 1.97 9.53
Cl -1.58 2.52 11.98
C -4.38 -6.15 5.67
Cl -4.92 -5.86 4.00
Cl -5.80 -6.25 6.74
Cl -3.48 -7.69 5.74
Cl -3.33 -4.82 6.20
C 0.42 -6.98 -8.01
Cl -0.12 -6.68 -9.68
Cl -1.00 -7.07 -6.94
Cl 1.32 -8.51 -7.94
Cl 1.47 -5.64 -7.48
C 5.52 -6.55 -7.31
Cl 5.95 -6.82 -5.60
Cl 5.26 -4.81 -7.59
Cl 6.84 -7.13 -8.36
Cl 4.02 -7.44 -7.69
C 7.32 8.41 -6.77
Cl 8.01 7.07 -5.82
Cl 8.63 9.43 -7.41
Cl 6.35 7.75 -8.11
Cl 6.27 9.39 -5.71
C 2.82 -7.50 -12.52
Cl 4.30 -7.12 -13.43
Cl 2.27 -9.14 -12.95
Cl 3.15 -7.43 -10.77
Cl 1.54 -6.33 -12.93
C 2.52 4.61 4.53
Cl 4.00 5.00 3.62
Cl 1.97 2.97 4.10
Cl 2.85 4.69 6.28
Cl 1.24 5.79 4.12
C 8.82 5.56 -10.97
Cl 9.04 6.93 -9.85
Cl 9.97 4.26 -10.56
Cl 7.15 4.94 -10.83
Cl 9.11 6.10 -12.64
C -5.58 6.30 9.28
Cl -7.25 6.93 9.22
Cl -4.43 7.66 9.32
Cl -5.38 5.30 10.74
Cl -5.27 5.30 7.84
C 7.62 -6.19 -2.13
Cl 7.68 -4.79 -3.22
Cl 7.04 -5.68 -0.53
Cl 6.50 -7.41 -2.80
Cl 9.25 -6.90 -1.98
C -8.88 -7.33 4.44
Cl -8.82 -5.92 3.35
Cl -9.46 -6.81 6.04
Cl -10.00 -8.55 3.76
Cl -7.25 -8.04 4.59
C 0.00 -6.21 4.51
Cl 0.50 -4.65 5.20
Cl -1.41 -5.97 3.45
Cl 1.35 -6.89 3.56
Cl -0.43 -7.34 5.82
C 7.20 -6.44 11.27
Cl 5.73 -6.69 10.30
Cl 8.61 -6.33 10.18
Cl 7.05 -4.93 12.20
Cl 7.42 -7.81 12.39
```

Properties
HOMO level: -6.68 eV
Orbital gap: 4.71 eV
LUMO: -1.97 eV

Results of the Mulliken charge analysis, in e, for atoms 1 through 5: C -0.691; C -0.323; C 0.166; N 0.020; C -0.486

# 3
Below is one molecule with the formula C3H3I in a non-equilibrium geometry, with properties calculated with the ωB97M-V functional and the def2-TZVPD basis.

```
7
Properties=species:S:1:pos:R:3
C 0.51 0.78 0.22
C 2.14 -1.11 0.25
C -0.69 0.21 -0.47
I 1.13 -0.43 1.85
H -1.43 -0.13 0.23
H -0.57 -0.52 -1.27
H -1.09 1.19 -0.82
```

Properties
HOMO level (alpha / beta): -8.01 / -8.29 eV
Orbital gap (alpha / beta): 7.00 / 7.10 eV
LUMO (alpha / beta): -1.01 / -1.18 eV

Results of the Mulliken charge analysis, in e, for atoms 1 through 5: C -0.219; C -0.247; C -0.801; I 0.369; H 0.343

# 4
Below is one molecule with the formula C23H30N4O2, with properties calculated with the ωB97M-V functional and the def2-TZVPD basis.

```
59
Properties=species:S:1:pos:R:3
C -0.48 0.22 6.44
C -0.10 -0.73 5.35
C 0.91 -1.63 5.44
C 1.16 -2.49 4.35
C 0.44 -2.41 3.20
C 0.65 -3.42 2.11
O 0.44 -4.60 2.33
N 1.12 -2.97 0.93
C 1.22 -3.88 -0.20
C 0.26 -3.45 -1.30
C 0.52 -2.00 -1.70
C 0.39 -1.11 -0.46
N 0.47 0.30 -0.78
C -0.11 1.19 0.20
C -0.55 2.48 -0.52
N 0.14 2.64 -1.79
C -0.58 2.34 -2.96
C -0.19 1.31 -3.83
C -0.89 1.06 -4.99
C -2.00 1.82 -5.31
C -2.38 2.85 -4.47
C -1.68 3.14 -3.31
C -2.08 4.33 -2.49
C 1.53 2.27 -1.70
C 1.74 0.81 -1.21
C 1.40 -1.60 0.60
C -0.64 -1.46 3.08
O -1.38 -1.29 2.12
N -0.82 -0.67 4.21
H -0.42 1.25 6.09
H 0.18 0.11 7.30
H -1.51 0.04 6.76
H 1.51 -1.71 6.34
H 1.95 -3.23 4.43
H 0.99 -4.88 0.16
H 2.26 -3.86 -0.57
H 0.38 -4.11 -2.17
H -0.76 -3.55 -0.94
H -0.19 -1.67 -2.45
H 1.53 -1.92 -2.12
H -0.61 -1.27 -0.04
H 0.62 1.44 1.00
H -0.97 0.71 0.67
H -1.62 2.45 -0.71
H -0.34 3.35 0.11
H 0.66 0.70 -3.58
H -0.58 0.25 -5.64
H -2.56 1.62 -6.21
H -3.22 3.47 -4.74
H -1.23 4.72 -1.95
H -2.48 5.11 -3.14
H -2.86 4.07 -1.77
H 1.99 2.43 -2.67
H 1.99 2.96 -0.99
H 2.49 0.82 -0.39
H 2.14 0.19 -2.01
H 1.35 -0.98 1.50
H 2.42 -1.54 0.20
H -1.59 -0.01 4.15
```

Properties
SMILES: Cc1ccc(C(=O)N2CCC[C@H](N3CCN(c4ccccc4C)CC3)C2)c(=O)[nH]1
HOMO level: -7.59 eV
Orbital gap: 7.98 eV
LUMO: 0.39 eV

Results of the Mulliken charge analysis, in e, for atoms 1 through 5: C -1.362; C 0.603; C -0.916; C 0.129; C 0.230